[1]
A cluster of 2 separate species, C5H10O2 in total. Source: the OMol25 dataset; level of theory: ωB97M-V with the def2-TZVPD basis set.

XYZ file:
```
17
Properties=species:S:1:pos:R:3:forces:R:3:lowdin_charge:R:1
C 2.36462 -0.18738 -0.87711 0.2 0.0 0.0 -0.094
C 1.03346 -0.91404 -0.98927 0.2 -0.2 -0.1 -0.208
C 0.06732 -0.43756 0.03782 0.5 -0.9 0.0 -0.388
O -0.52925 0.79189 -0.28545 -1.5 -0.9 -0.2 -0.058
C -1.36313 -0.58088 -0.14361 0.1 0.8 -0.4 0.041
C -2.46650 1.08564 1.87756 0.0 0.4 0.4 -0.050
O -1.51010 1.91258 1.60517 -0.2 -0.3 -0.1 -0.083
H 3.05965 -0.54031 -1.64130 0.0 0.1 0.1 0.072
H 2.23247 0.89160 -1.00800 0.0 -0.1 0.0 0.080
H 2.82227 -0.35643 0.10362 0.0 0.0 -0.1 0.078
H 0.58926 -0.76045 -1.98058 0.0 -0.1 0.2 0.124
H 1.14984 -1.99000 -0.83709 0.2 0.0 -0.1 0.121
H 0.40953 -0.48402 1.07156 0.1 0.0 0.0 0.161
H -0.94761 1.50754 0.75980 -0.9 0.5 1.2 0.021
H -2.05557 -0.68650 0.71016 0.7 0.7 -0.6 0.060
H -1.78280 -0.76473 -1.12563 0.3 -0.2 0.0 0.118
H -3.07345 1.51305 2.72235 0.4 0.3 -0.1 0.004
```
Positions in Å, forces in eV/Å.

As for the net charge: 0.

---

[2]
A structure of composition C5H15N3O11P2ReSe. Source: the OMol25 dataset; level of theory: ωB97M-V with the def2-TZVPD basis set.

XYZ file:
```
38
Properties=species:S:1:pos:R:3:forces:R:3:lowdin_charge:R:1
Re 0.15796 0.50994 0.05630 -0.9 1.4 0.3 1.723
O 3.40750 -1.87330 1.29121 -0.2 0.0 0.0 -0.072
P 2.64527 -0.59802 0.77298 0.8 -0.5 -0.1 0.197
O 3.40250 0.34669 -0.03241 0.1 0.0 0.1 -0.208
O 1.32261 -1.11253 0.08673 0.0 0.3 -0.1 -0.433
O 2.10127 0.14044 2.12344 -0.3 -0.1 -0.3 -0.258
P 0.81369 -0.36281 2.98146 -0.2 -0.2 0.2 0.236
O 1.14521 -1.94694 3.09531 -0.2 0.1 0.2 -0.133
O 0.69653 0.26290 4.28888 0.0 0.0 0.0 -0.224
O -0.34735 -0.23286 1.96858 0.2 0.6 -1.2 -0.407
H 2.85312 -2.38663 1.90757 0.1 0.1 -0.1 0.076
H 1.02076 -2.21469 4.01905 0.1 0.0 -0.2 0.098
C -1.07694 -2.08844 -1.85504 0.1 0.0 0.0 -0.028
N -2.34741 -1.77330 -1.20587 0.1 -0.1 0.1 -0.118
C -3.14077 -2.91876 -0.78704 0.0 -0.1 0.1 -0.031
C -2.61867 -0.52444 -0.81985 0.1 0.0 0.1 -0.382
N -1.64934 0.39978 -0.81758 0.0 -0.1 0.4 -0.038
N -3.86460 -0.16845 -0.45318 0.1 0.2 0.0 -0.127
C -5.06377 -0.68223 -1.09665 0.0 0.0 -0.1 -0.037
C -4.05989 1.03734 0.35644 0.0 0.0 -0.1 -0.012
H -1.23501 -2.93285 -2.52361 0.0 0.0 0.0 0.099
H -0.30776 -2.34570 -1.12265 -0.1 -0.1 0.0 0.076
H -0.73070 -1.23551 -2.43402 0.0 0.0 0.0 0.095
H -2.46827 -3.68284 -0.39688 0.0 0.0 0.0 0.101
H -3.69676 -3.34222 -1.62541 0.0 0.0 0.0 0.097
H -3.83518 -2.63832 0.00004 0.0 0.0 0.0 0.091
H -1.98773 1.34498 -1.04439 0.1 0.0 0.0 0.043
H -4.80372 -1.34198 -1.92014 0.0 0.0 0.0 0.088
H -5.63163 0.15742 -1.50071 0.0 0.0 0.0 0.101
H -5.69747 -1.21390 -0.38488 0.0 0.0 0.0 0.097
H -4.18218 1.93123 -0.26160 0.0 -0.1 0.0 0.104
H -3.21108 1.18219 1.01797 0.0 0.0 0.1 0.095
H -4.96055 0.90211 0.95401 0.0 0.0 0.0 0.098
O 0.66590 1.60438 -1.65152 0.4 -1.2 0.9 -0.525
Se -0.08400 3.05085 -1.17386 -0.9 0.3 -0.7 0.846
O -1.55322 3.06514 -1.81267 -0.5 0.0 -0.2 -0.433
O -0.32354 2.48617 0.41284 0.4 -1.2 0.6 -0.529
O 0.76820 4.35595 -1.33585 0.8 0.6 0.1 -0.364
```
Positions in Å, forces in eV/Å.

Its spin multiplicity is 4. As for the net charge: 0. The expectation value of S² is 3.765.

---

[3]
A structure of composition C2H8N4O. Source: the OMol25 dataset; level of theory: ωB97M-V with the def2-TZVPD basis set.

XYZ file:
```
15
Properties=species:S:1:pos:R:3:forces:R:3:lowdin_charge:R:1
C 0.56737 0.49695 -0.23181 3.6 0.3 0.7 -0.189
C -2.39098 0.93304 0.01854 -0.2 0.1 0.2 -0.245
N 0.08262 -0.50268 0.56777 -1.3 -0.8 -0.5 -0.023
N 0.37483 -1.71367 0.18387 -0.5 0.7 0.0 0.088
O -1.46327 0.07884 -0.56231 0.1 -0.6 0.4 -0.283
N 2.32411 0.50141 0.41581 -1.2 0.8 -0.3 -0.025
N 2.95090 -0.43979 0.00939 -0.1 -0.6 -0.6 -0.029
H 0.01850 -2.45009 0.77492 0.0 0.1 0.0 0.122
H 0.49261 -1.92456 -0.80448 0.1 0.1 0.1 0.122
H 3.96012 -0.38774 0.27076 -0.4 0.2 0.2 0.063
H 0.31427 1.50361 0.06931 -0.2 -0.2 -0.1 0.097
H 0.79181 0.30582 -1.28029 -0.2 0.0 0.1 0.101
H -2.03638 1.42910 0.94100 0.2 -0.2 -0.1 0.070
H -2.66538 1.75777 -0.65964 0.1 -0.1 -0.1 0.070
H -3.32111 0.41197 0.28719 0.0 0.0 0.0 0.063
```
Positions in Å, forces in eV/Å.

As for the net charge: 0.

---

[4]
A structure of composition C30H53Br3N3ORuSi. Source: the OMol25 dataset; level of theory: ωB97M-V with the def2-TZVPD basis set.

XYZ file:
```
92
Properties=species:S:1:pos:R:3:forces:R:3:lowdin_charge:R:1
Ru 0.75297 -1.66336 -1.24019 -1.3 0.9 0.6 0.930
N 0.08520 -2.97813 0.27470 0.2 -0.4 -0.1 -0.099
C -1.14899 -3.77048 0.12457 0.0 0.1 0.1 -0.220
C -2.33247 -2.84687 -0.16841 -0.1 -0.1 0.0 -0.213
C -2.94551 -3.08571 -1.54261 0.1 0.1 0.0 -0.195
C -1.94834 -2.84761 -2.67442 -0.2 0.0 0.0 -0.249
N -1.15839 -1.61688 -2.47655 0.3 -0.1 -0.1 -0.065
H 0.89839 -3.58526 0.34826 0.0 -0.1 0.2 0.092
H 0.05202 -2.41530 1.11964 0.0 0.0 0.1 0.065
H -1.34235 -4.38160 1.01075 0.1 0.0 0.0 0.114
H -0.97798 -4.45547 -0.70550 0.0 0.0 0.0 0.098
H -1.95679 -1.82573 -0.13573 -0.1 0.1 0.1 0.022
H -3.10305 -2.92531 0.60176 0.0 -0.1 0.0 0.108
H -3.82052 -2.43726 -1.65637 0.0 0.0 -0.1 0.108
H -3.30703 -4.11377 -1.63591 0.0 0.0 0.1 0.115
H -2.49569 -2.82794 -3.62224 0.0 0.0 0.0 0.112
H -1.21586 -3.65327 -2.73378 0.0 0.0 0.0 0.083
H -1.76975 -0.82583 -2.29329 0.0 0.0 0.0 0.083
H -0.65106 -1.42590 -3.33353 -0.1 0.0 -0.1 0.059
Br 4.82871 -0.96283 1.75027 0.0 0.0 0.0 0.762
C 4.29904 -0.01166 0.20858 0.1 0.1 0.1 -0.612
C 5.10330 1.03797 -0.25331 0.0 0.0 0.0 -0.173
C 4.74390 1.77095 -1.35013 -0.1 0.0 0.0 -0.638
Br 5.87524 3.17361 -1.93608 0.0 0.0 0.0 0.757
C 3.54026 1.48815 -2.03533 0.0 0.1 0.0 -0.192
C 3.04768 2.20350 -3.15098 0.1 0.1 0.0 -0.027
C 1.86413 1.84330 -3.72445 -0.1 -0.1 0.1 -0.038
C 1.15322 0.74853 -3.19899 0.1 0.3 0.1 -0.133
N 1.57798 0.06433 -2.16413 0.2 -0.6 -0.5 -0.035
C 2.75418 0.41645 -1.56436 -0.1 0.1 0.0 -0.161
C 3.11447 -0.37628 -0.41950 0.0 0.1 0.0 -0.434
O 2.34232 -1.33104 -0.02978 0.4 -0.2 0.2 -0.238
H 6.01925 1.26792 0.27317 0.0 0.0 0.0 0.095
H 3.61783 3.03802 -3.53629 0.0 0.0 0.0 0.080
H 1.46829 2.38021 -4.57507 0.0 0.0 0.0 0.106
H 0.21504 0.43682 -3.64093 0.0 0.0 -0.1 0.099
C 1.74317 -4.57382 -4.23962 0.1 0.0 0.0 -0.082
C 2.26720 -3.53458 -3.23976 0.0 -0.1 0.2 -0.686
C 3.52573 -4.09122 -2.55278 0.0 0.0 0.0 -0.068
C 2.65561 -2.27177 -4.00389 0.0 0.0 0.0 -0.075
C 1.19424 -3.27958 -2.19555 0.5 0.2 -0.5 -0.205
H 2.50762 -4.82810 -4.98081 0.0 0.0 0.0 0.078
H 0.86722 -4.19183 -4.76981 0.0 0.0 0.0 0.072
H 1.45289 -5.49340 -3.72516 0.0 0.0 0.0 0.075
H 4.31566 -4.30247 -3.28171 0.0 0.0 0.0 0.078
H 3.29621 -5.01778 -2.02144 0.0 0.0 0.0 0.077
H 3.90935 -3.37039 -1.82707 0.0 0.0 0.0 0.076
H 3.44205 -2.48832 -4.73247 0.0 0.0 0.0 0.084
H 3.02441 -1.50924 -3.32174 0.1 0.0 0.0 0.058
H 1.79564 -1.85974 -4.54149 0.0 0.0 0.0 0.073
H 0.92769 -4.22077 -1.68486 0.1 -0.1 0.0 0.030
C 1.17827 2.56587 3.17700 0.0 0.0 0.0 -0.097
C 0.03939 3.16871 2.34082 0.0 0.0 0.0 -0.625
C -0.48023 4.42382 3.06289 0.0 0.0 0.0 -0.087
C 0.67336 3.59926 1.00629 0.0 0.0 0.0 -0.113
Si -1.37390 1.89411 2.10047 0.0 0.1 0.0 0.489
Br -0.57000 0.47010 0.52550 0.0 0.0 -0.1 0.616
C -2.96497 2.61697 1.30336 0.0 0.0 0.0 -0.627
C -2.60113 3.62590 0.20375 0.0 0.0 0.0 -0.105
C -3.83256 1.54226 0.62704 0.0 0.0 0.0 -0.116
C -3.82266 3.33737 2.35731 0.0 0.0 0.0 -0.086
C -1.70239 0.78605 3.63259 0.0 0.0 0.0 -0.624
C -1.91888 1.65276 4.88476 0.0 0.0 0.0 -0.085
C -2.95330 -0.07833 3.42213 0.0 0.0 0.0 -0.101
C -0.54278 -0.18515 3.91082 0.0 0.0 0.0 -0.107
H 1.99789 3.28983 3.22308 0.0 0.0 0.0 0.091
H 1.57382 1.65162 2.72887 0.0 0.0 0.0 0.080
H 0.87975 2.35036 4.20241 0.0 0.0 0.0 0.063
H 0.36020 5.09875 3.25376 0.0 0.0 0.0 0.090
H -0.94015 4.19438 4.02620 0.0 0.0 0.0 0.070
H -1.20846 4.97386 2.46660 0.0 0.0 0.0 0.063
H 1.47046 4.31855 1.22026 0.0 0.0 0.0 0.090
H -0.02922 4.07944 0.32879 0.0 0.0 0.0 0.059
H 1.12408 2.75477 0.48333 0.0 0.0 0.0 0.044
H -1.96476 3.17782 -0.56243 0.0 0.0 0.0 0.074
H -2.09817 4.50965 0.59359 0.0 0.0 0.0 0.063
H -3.52188 3.96332 -0.28317 0.0 0.0 0.0 0.088
H -3.28371 1.01746 -0.15560 0.0 0.0 0.0 0.041
H -4.69144 2.03536 0.15994 0.0 0.0 0.0 0.087
H -4.21897 0.79994 1.32065 0.0 0.0 0.0 0.059
H -3.27342 4.11965 2.88354 0.0 0.0 0.0 0.069
H -4.22224 2.64878 3.10257 0.0 0.0 0.0 0.065
H -4.67620 3.81159 1.86191 0.0 0.0 0.0 0.089
H -2.73725 2.36487 4.76630 0.0 0.0 0.0 0.069
H -1.02433 2.21273 5.15771 0.0 0.0 0.0 0.064
H -2.16828 1.00419 5.73090 0.0 0.0 0.0 0.090
H -3.86517 0.51413 3.35650 0.0 0.0 0.0 0.063
H -3.06428 -0.75040 4.27914 0.0 0.0 0.0 0.089
H -2.87587 -0.69499 2.52341 0.0 0.0 0.0 0.069
H 0.37501 0.31646 4.20641 0.0 0.0 0.0 0.063
H -0.31550 -0.80591 3.04387 0.0 0.0 0.0 0.038
H -0.83444 -0.84917 4.73103 0.0 0.0 0.0 0.088
```
Positions in Å, forces in eV/Å.

Its spin multiplicity is 2. As for the net charge: 0. The expectation value of S² is 0.767.

---

Energy relative to the best compared isomer or geometry (same formula, charge and spin)
In order: 5.570, 1.784, 7.403, 0.239
Unit: eV